{
  "formula": "C4H8Cl2",
  "method": "ωB97M-V/def2-TZVPD",
  "elements": ["C", "C", "C", "C", "H", "H", "H", "H", "H", "H", "H", "H", "Cl", "Cl"],
  "xyz": [[-2.374, -0.630, -0.248], [-0.921, -0.895, -0.594], [0.077, -0.083, 0.225], [0.059, -0.254, 1.704], [-2.533, -0.911, 0.767], [-3.043, -1.210, -0.897], [-2.632, 0.433, -0.362], [-0.731, -0.682, -1.635], [-0.632, -1.943, -0.402], [-0.872, 0.143, 2.186], [0.891, 0.262, 2.139], [0.162, -1.312, 1.988], [1.712, -0.654, -0.385], [-0.045, 1.618, -0.221]],
  "multiplicity": 1,
  "e_tot_ev": -29323.034,
  "gap_ha": 0.424,
  "e_homo_ev": -10.65,
  "lumo_energy_ev": 0.9,
  "smiles": "CCC(C)(Cl)Cl",
  "de_lowest_kcal_mol": 1.86
}

***

{
  "formula": "C4H8Cl2FNO3Si",
  "method": "ωB97M-V/def2-TZVPD",
  "elements": ["O", "N", "O", "C", "Si", "C", "C", "O", "F", "H", "H", "H", "H", "H", "H", "C", "Cl", "Cl", "H", "H"],
  "xyz": [[2.465, 1.553, -2.680], [2.390, 0.386, -2.737], [1.173, -0.042, -3.269], [0.177, -0.244, -2.239], [0.757, -1.225, -0.709], [2.053, -0.340, 0.383], [1.477, 0.032, 1.765], [2.048, -0.175, 2.742], [0.248, 0.617, 1.724], [-0.332, 0.708, -1.964], [-0.618, -0.856, -2.716], [-0.451, -1.450, 0.115], [1.238, -2.580, -1.056], [2.402, 0.612, -0.069], [2.934, -0.994, 0.509], [-3.484, 0.801, 2.143], [-4.768, 2.012, 2.044], [-3.643, -0.416, 0.870], [-2.525, 1.297, 2.035], [-3.541, 0.308, 3.108]],
  "multiplicity": 1,
  "e_tot_ev": -47546.780,
  "gap_ha": 0.362,
  "e_homo_ev": -10.50,
  "lumo_energy_ev": -0.7,
  "smiles": "O=NOC[SiH2]CC(=O)F.ClCCl"
}

***

{
  "formula": "C4H8Cl2FeIO16S2",
  "method": "ωB97M-V/def2-TZVPD",
  "elements": ["Fe", "I", "Cl", "O", "O", "O", "O", "Cl", "O", "O", "O", "O", "C", "C", "O", "S", "O", "O", "O", "H", "H", "H", "H", "C", "C", "O", "S", "O", "O", "O", "H", "H", "H", "H"],
  "xyz": [[15.907, 9.361, -21.432], [14.486, 11.296, -22.529], [18.212, 8.395, -23.244], [16.823, 8.170, -23.306], [18.701, 8.718, -24.576], [18.491, 9.519, -22.410], [18.811, 7.189, -22.757], [16.294, 9.965, -18.559], [17.132, 9.119, -17.764], [17.026, 10.366, -19.675], [15.124, 9.287, -19.081], [15.858, 11.132, -17.790], [12.544, 6.087, -18.694], [11.939, 7.465, -18.799], [12.035, 7.775, -20.121], [13.085, 6.831, -20.990], [14.193, 7.691, -21.421], [12.419, 5.902, -21.860], [13.571, 6.081, -19.608], [11.860, 5.333, -19.083], [13.014, 5.775, -17.761], [12.526, 8.134, -18.169], [10.914, 7.372, -18.440], [18.690, 5.099, -17.869], [17.379, 5.556, -17.160], [16.372, 5.494, -18.119], [16.947, 5.496, -19.685], [16.731, 6.806, -20.325], [16.548, 4.323, -20.416], [18.540, 5.421, -19.224], [18.680, 4.024, -17.688], [19.573, 5.544, -17.411], [17.417, 6.631, -16.984], [17.045, 4.981, -16.295]],
  "total_charge": -1,
  "multiplicity": 5,
  "e_tot_ev": -126226.953,
  "gap_ha": [0.288, 0.284],
  "e_homo_ev": [-5.81, -5.67],
  "lumo_energy_ev": [2.0, 2.0],
  "de_lowest_kcal_mol": 48.09
}

***

{
  "formula": "C4H8Cl2N2",
  "method": "ωB97M-V/def2-TZVPD",
  "elements": ["C", "C", "C", "C", "N", "N", "Cl", "Cl", "H", "H", "H", "H", "H", "H", "H", "H"],
  "xyz": [[0.492, -1.332, -0.401], [1.520, -0.456, -0.979], [-0.986, -0.677, -0.335], [-0.168, 1.598, -0.120], [-0.905, 0.534, 0.314], [-0.889, 0.218, 1.745], [-0.801, 2.365, -1.511], [0.550, 2.509, 1.108], [0.417, -2.239, -0.975], [0.652, -1.443, 0.736], [2.384, 0.056, -0.523], [1.607, -0.492, -2.044], [-1.185, -0.511, -1.413], [-1.529, -1.377, 0.335], [-1.324, 1.065, 2.047], [0.165, 0.183, 2.016]],
  "multiplicity": 1,
  "e_tot_ev": -32297.884,
  "gap_ha": [0.281, 0.302],
  "e_homo_ev": [-7.21, -7.83],
  "lumo_energy_ev": [0.4, 0.4],
  "de_lowest_kcal_mol": 104.08
}

***

{
  "formula": "C4H8Cl2NO",
  "method": "ωB97M-V/def2-TZVPD",
  "elements": ["C", "C", "C", "C", "N", "O", "Cl", "Cl", "H", "H", "H", "H", "H", "H", "H", "H"],
  "xyz": [[1.418, -0.078, -0.788], [0.746, 1.298, -0.641], [-0.163, -0.010, 0.926], [-1.889, -0.174, 0.597], [0.596, -0.889, 0.111], [0.318, 1.205, 0.745], [-2.080, -1.775, -0.144], [-2.425, 1.210, -0.416], [1.495, -0.433, -1.751], [2.423, -0.215, -0.348], [1.427, 2.081, -0.902], [-0.183, 1.386, -1.344], [-0.137, -0.500, 2.019], [-2.399, -0.144, 1.581], [-0.416, -1.458, -0.224], [1.268, -1.504, 0.579]],
  "total_charge": 1,
  "multiplicity": 1,
  "e_tot_ev": -32851.009,
  "gap_ha": 0.414,
  "e_homo_ev": -14.60,
  "lumo_energy_ev": -3.3,
  "de_lowest_kcal_mol": 39.30
}

***

{
  "formula": "C4H8Cl3GeIrO5S2",
  "method": "ωB97M-V/def2-TZVPD",
  "elements": ["Ir", "O", "S", "O", "O", "O", "O", "S", "C", "C", "C", "C", "H", "H", "H", "H", "H", "H", "H", "H", "Cl", "Ge", "Cl", "Cl"],
  "xyz": [[-0.451, -2.029, 0.659], [1.031, -3.312, -2.587], [0.503, -2.764, -1.413], [1.328, -2.858, -0.124], [-0.821, -3.343, -0.869], [0.162, -1.303, -1.401], [-1.294, -0.174, 0.836], [-0.883, 1.319, 0.689], [-1.337, 1.830, -1.002], [-0.102, 2.547, -1.533], [1.087, 1.685, -1.123], [0.921, 1.410, 0.369], [-2.224, 2.457, -0.941], [-1.567, 0.909, -1.542], [-0.023, 3.542, -1.090], [-0.151, 2.661, -2.614], [2.032, 2.184, -1.331], [1.061, 0.743, -1.666], [1.300, 2.215, 0.998], [1.344, 0.458, 0.691], [0.947, -3.432, 3.807], [-0.571, -2.080, 3.180], [0.030, -0.097, 3.749], [-2.322, -2.569, 4.258]],
  "total_charge": 1,
  "multiplicity": 2,
  "e_tot_ev": -133099.538,
  "gap_ha": [0.255, 0.249],
  "e_homo_ev": [-14.37, -14.14],
  "lumo_energy_ev": [-7.4, -7.4],
  "de_lowest_kcal_mol": 52.95
}

***

{
  "formula": "C4H8Cl4",
  "method": "ωB97M-V/def2-TZVPD",
  "elements": ["Cl", "C", "C", "Cl", "H", "H", "H", "H", "Cl", "C", "C", "Cl", "H", "H", "H", "H"],
  "xyz": [[4.041, 3.341, 3.038], [2.517, 3.790, 2.267], [2.675, 4.941, 1.255], [1.005, 5.408, 0.759], [1.922, 4.202, 3.082], [2.113, 2.884, 1.815], [3.312, 4.508, 0.484], [3.154, 5.809, 1.708], [4.938, -1.142, 2.961], [5.216, 0.187, 4.052], [5.445, -0.306, 5.472], [6.856, -1.346, 5.619], [4.433, 0.934, 3.925], [6.120, 0.662, 3.669], [4.554, -0.884, 5.719], [5.604, 0.447, 6.244]],
  "multiplicity": 1,
  "e_tot_ev": -54367.564,
  "gap_ha": 0.415,
  "e_homo_ev": -10.63,
  "lumo_energy_ev": 0.7,
  "smiles": "ClCCCl.ClCCCl",
  "de_lowest_kcal_mol": 9.54
}

***

{
  "formula": "C4H8Cl4NOP",
  "method": "ωB97M-V/def2-TZVPD",
  "elements": ["C", "C", "C", "C", "N", "O", "P", "Cl", "Cl", "Cl", "Cl", "H", "H", "H", "H", "H", "H", "H", "H"],
  "xyz": [[2.051, -0.148, -0.936], [-0.016, 0.563, -2.165], [0.536, -0.183, -0.947], [-2.175, -0.255, 1.861], [-0.003, 0.295, 0.332], [0.763, 1.257, 3.135], [-0.280, -0.334, 1.792], [-2.844, -1.433, 2.910], [-2.782, -0.501, 0.205], [-2.591, 1.329, 2.503], [0.130, -2.228, 1.714], [2.426, 0.845, -1.030], [2.355, -0.578, 0.012], [2.340, -0.842, -1.796], [0.666, 1.348, -2.386], [-1.009, 0.944, -1.744], [-0.070, -0.123, -3.120], [0.258, -1.188, -0.879], [0.246, 1.232, 0.540]],
  "multiplicity": 1,
  "e_tot_ev": -67189.528,
  "gap_ha": [0.307, 0.307],
  "e_homo_ev": [-9.52, -9.51],
  "lumo_energy_ev": [-1.2, -1.2],
  "de_lowest_kcal_mol": 141.10
}

***

{
  "formula": "C4H8ClF",
  "method": "ωB97M-V/def2-TZVPD",
  "elements": ["C", "C", "C", "C", "F", "Cl", "H", "H", "H", "H", "H", "H", "H", "H"],
  "xyz": [[0.204, -1.546, 1.273], [-0.343, 1.574, -1.175], [-0.054, -0.118, 0.791], [-0.111, 0.098, -0.756], [-0.942, -0.786, -1.330], [1.569, -0.314, -1.336], [1.182, -1.658, 0.833], [-0.411, -2.311, 0.858], [0.363, -1.581, 2.357], [0.239, 1.896, -1.991], [-1.372, 1.741, -1.546], [0.014, 2.191, -0.228], [-1.087, 0.274, 1.162], [0.749, 0.541, 1.090]],
  "multiplicity": 1,
  "e_tot_ev": -19517.382,
  "gap_ha": 0.429,
  "e_homo_ev": -10.73,
  "lumo_energy_ev": 0.9,
  "smiles": "CC[C@](C)(F)Cl",
  "de_lowest_kcal_mol": 14.90
}

***

{
  "formula": "C4H8ClFeI2O12S2",
  "method": "ωB97M-V/def2-TZVPD",
  "elements": ["Fe", "I", "I", "Cl", "O", "O", "O", "O", "C", "C", "O", "S", "O", "O", "O", "H", "H", "H", "H", "C", "C", "O", "S", "O", "O", "O", "H", "H", "H", "H"],
  "xyz": [[12.219, -17.731, 5.581], [11.989, -15.924, 7.513], [13.330, -17.688, 3.213], [9.335, -18.815, 5.075], [8.288, -18.565, 6.029], [10.037, -17.596, 4.792], [10.311, -19.726, 5.615], [8.757, -19.363, 3.882], [13.936, -21.822, 4.705], [12.444, -22.073, 5.062], [12.434, -22.095, 6.476], [13.490, -21.004, 7.034], [13.990, -21.335, 8.322], [12.874, -19.715, 6.904], [14.564, -21.255, 5.856], [14.009, -21.115, 3.876], [14.520, -22.698, 4.420], [12.111, -23.014, 4.640], [11.855, -21.229, 4.701], [17.064, -19.691, 7.830], [18.138, -18.705, 7.353], [17.420, -17.523, 6.998], [15.852, -17.545, 7.469], [15.081, -17.812, 6.276], [15.548, -16.437, 8.314], [16.046, -18.896, 8.351], [17.463, -20.391, 8.558], [16.724, -20.224, 6.936], [18.789, -18.986, 6.524], [18.850, -18.377, 8.122]],
  "total_charge": -1,
  "multiplicity": 5,
  "e_tot_ev": -113624.709,
  "gap_ha": [0.279, 0.279],
  "e_homo_ev": [-5.47, -5.47],
  "lumo_energy_ev": [2.1, 2.1],
  "de_lowest_kcal_mol": 3.89
}